Version one
Formula: C2H5N3S2
Source: the OMol25 dataset
Level of theory: the ωB97M-V functional and the def2-TZVPD basis

The charge is 0. Its highest occupied orbital energy is -8.37 eV. As for the LUMO energy: -0.7 eV.

Last column: Löwdin charge in e.
Cartesian coordinates (Å):
C -0.0558 -0.4408 0.4310  -0.518
C -0.1155 1.0896 0.6387  -1.189
H 0.9287 0.6049 -1.6405  0.052
H 1.1232 -0.8040 -2.3799  0.078
H -0.2557 -0.6831 2.3998  0.051
H -0.4127 -2.1446 1.4534  0.090
H -1.2856 1.1032 -1.4536  -0.111
N 0.4911 -0.2743 -1.8202  -0.031
N 0.2128 -0.9683 -0.6878  -0.024
N -0.0316 -1.2257 1.5703  0.088
S -1.0902 1.9735 -0.4584  0.805
S 0.4913 1.7696 1.9471  0.709

=====

Version two
Formula: C2H5N3S2
Source: the OMol25 dataset
Level of theory: the ωB97M-V functional and the def2-TZVPD basis

The charge is 0. Its highest occupied orbital energy is -8.80 eV. As for the LUMO energy: 0.2 eV.

Last column: Löwdin charge in e.
Cartesian coordinates (Å):
C -0.1706 -0.6569 0.1870  -0.559
C -1.2307 1.5948 -0.0283  -0.687
H 3.2115 -0.2256 -0.1402  -0.126
H 1.0545 -2.2438 0.1432  0.082
H -1.9832 -0.9081 0.7360  -0.030
H 0.6855 1.1053 -0.5076  0.093
H -0.9036 2.5641 -0.3585  0.054
N 1.1075 -1.2355 0.0409  -0.380
N -1.1042 -1.4091 0.5955  0.138
N -0.1940 0.7156 -0.1045  -0.006
S 2.2902 -0.6752 -1.0441  0.756
S -2.7628 1.3745 0.4806  0.664

=====

In order of decreasing stability: version two, version one.

=====

Version one
Formula: C2H5N3S2
Source: the OMol25 dataset
Level of theory: the ωB97M-V functional and the def2-TZVPD basis

The charge is 0. Its highest occupied orbital energy is -8.51 eV. As for the LUMO energy: 0.1 eV.

Last column: Löwdin charge in e.
Cartesian coordinates (Å):
C -0.0007 0.1919 0.3513  -0.289
C -1.9853 -0.8097 -0.5093  -0.747
H 2.8680 0.9285 1.0804  0.117
H 1.5470 0.6275 2.1982  0.072
H -0.5095 -0.0548 1.3142  0.137
H 0.9749 0.4890 -2.0839  -0.018
H -2.3113 -0.3191 0.5146  0.102
N 1.8445 1.1664 1.3641  -0.010
N 1.1037 0.7167 0.2038  -0.063
N -0.6823 -0.3723 -0.7557  -0.603
S 0.0436 -0.7062 -2.2289  0.745
S -2.8925 -1.8580 -1.4487  0.557

=====

Version two
Formula: C2H5N3S2
Source: the OMol25 dataset
Level of theory: the ωB97M-V functional and the def2-TZVPD basis

The charge is 0. Its highest occupied orbital energy is -7.43 eV. As for the LUMO energy: -0.4 eV.

Last column: Löwdin charge in e.
Cartesian coordinates (Å):
C 0.8745 0.7633 1.8348  -1.379
C 0.5315 0.8725 0.3057  -0.310
N -0.7899 0.4614 0.0431  0.001
N -1.0711 -0.6979 -0.2435  -0.040
N -0.3084 -1.6946 -0.2213  0.089
S 1.5793 2.1289 2.4689  0.516
S 0.4862 -0.7411 2.5165  0.464
H 0.8524 1.8581 -0.0889  0.105
H 1.1587 0.1817 -0.2573  0.096
H -1.6516 0.9809 -0.1301  0.189
H 0.7121 -1.5505 0.0187  0.104
H -0.6735 -2.6587 -0.3747  0.163

=====

In order of decreasing stability: version one, version two.

=====

Version one
Formula: C18H25NO5
Source: the OMol25 dataset
Level of theory: the ωB97M-V functional and the def2-TZVPD basis

The charge is 0. Its highest occupied orbital energy is -8.55 eV. As for the LUMO energy: 0.5 eV.

Last column: Löwdin charge in e.
Cartesian coordinates (Å):
C -5.4559 -0.1134 -0.8576  -0.053
C -5.0624 -0.6143 0.5271  -0.228
H -4.4717 -1.5305 0.4516  0.113
H -5.9576 -0.8149 1.1225  0.125
O -4.3786 0.3730 1.2825  -0.026
C -3.1706 0.8609 0.9145  -0.187
C -2.8752 2.1147 1.4532  0.019
C -1.6777 2.7485 1.2139  -0.006
C -0.7329 2.1350 0.3982  -0.129
C -1.0043 0.8774 -0.1398  0.048
C -2.1959 0.2187 0.1146  -0.173
O -2.4710 -1.0449 -0.3365  -0.076
C -1.6066 -1.6792 -1.2587  -0.230
C -1.7208 -1.1147 -2.6712  -0.054
H -1.0633 -1.6668 -3.3369  0.080
H -2.7433 -1.2125 -3.0281  0.077
H -1.4451 -0.0631 -2.6974  0.072
H -0.5688 -1.6481 -0.9052  0.107
H -1.9358 -2.7222 -1.2495  0.128
H -0.2505 0.4185 -0.7576  0.109
C 0.5495 2.8161 0.1475  -0.433
O 0.9168 3.8252 0.6957  0.121
O 1.2954 2.1591 -0.7719  -0.025
C 2.6085 2.6317 -1.0279  -0.053
H 2.6772 2.9445 -2.0733  0.143
H 2.8200 3.4963 -0.3864  0.136
C 3.6574 1.5438 -0.7708  -0.462
O 4.7830 1.6342 -1.2091  0.067
N 3.2074 0.5231 -0.0238  0.106
H 2.2446 0.5349 0.2772  0.137
C 3.9829 -0.6523 0.3028  -0.286
C 4.0595 -0.8544 1.8314  -0.123
H 3.5922 -0.0050 2.3305  0.113
H 5.0917 -0.9087 2.1711  0.109
C 3.2986 -2.1529 2.1344  -0.190
H 3.9981 -2.9854 2.2180  0.109
H 2.7335 -2.0908 3.0628  0.106
C 2.4011 -2.3667 0.9175  -0.201
H 2.0740 -3.4003 0.8159  0.107
H 1.5143 -1.7327 0.9881  0.099
C 3.2916 -1.9145 -0.2361  -0.138
H 2.7419 -1.7091 -1.1540  0.111
H 4.0389 -2.6795 -0.4465  0.117
H 4.9643 -0.4928 -0.1486  0.144
H -1.4611 3.7170 1.6350  0.122
H -3.6315 2.5718 2.0714  0.124
H -6.0596 -0.8644 -1.3592  0.079
H -6.0310 0.8059 -0.7738  0.082
H -4.5711 0.0838 -1.4573  0.063

=====

Version two
Formula: C18H25NO5
Source: the OMol25 dataset
Level of theory: the ωB97M-V functional and the def2-TZVPD basis

The charge is 0. Its highest occupied orbital energy is -8.50 eV. As for the LUMO energy: 0.6 eV.

Last column: Löwdin charge in e.
Cartesian coordinates (Å):
C 3.0041 2.8798 2.2256  -0.114
C 2.6785 1.4140 1.9625  -0.260
C 3.7387 0.7608 1.0783  -0.206
C 3.5320 -0.7421 0.8819  -0.163
C 2.2622 -1.0983 0.1037  -0.237
C 2.2770 -0.5912 -1.3168  -0.488
O 1.2841 -0.4368 -1.9895  0.090
O 3.4938 -0.3788 -1.8186  0.128
H 3.4308 -0.0842 -2.7412  0.142
H 1.3966 -0.6473 0.5921  0.127
C 2.0738 -2.6290 0.0691  -0.121
C 0.8357 -3.1199 -0.6911  -0.089
C -0.4726 -2.7744 0.0052  -0.452
O -1.0299 -3.5529 0.7477  0.073
N -0.9375 -1.5283 -0.3026  0.155
C -2.1536 -0.9721 0.0738  -0.139
C -3.2442 -1.7813 0.3981  0.001
C -4.4743 -1.2283 0.6884  -0.065
C -4.6574 0.1465 0.6501  -0.081
C -3.5899 0.9621 0.3406  -0.018
C -2.3319 0.4256 0.0637  -0.054
C -1.1983 1.3455 -0.1496  -0.410
O -0.0325 1.0605 0.0315  0.083
O -1.5814 2.5680 -0.5281  0.001
C -0.5347 3.5197 -0.7150  -0.218
C -1.1459 4.8097 -1.2271  -0.060
H -1.8637 5.1953 -0.5082  0.078
H -1.6585 4.6323 -2.1686  0.079
H -0.3647 5.5486 -1.3801  0.078
H 0.1906 3.1090 -1.4268  0.129
H -0.0206 3.6726 0.2413  0.127
H -3.7075 2.0343 0.3238  0.116
H -5.6231 0.5758 0.8685  0.101
H -5.3010 -1.8765 0.9384  0.107
H -3.1112 -2.8496 0.4235  0.105
H -0.3027 -0.9168 -0.8133  0.104
H 0.8233 -2.7214 -1.7055  0.112
H 0.8835 -4.2093 -0.7434  0.124
H 2.0136 -2.9851 1.0993  0.129
H 2.9604 -3.0770 -0.3878  0.127
H 4.3973 -1.1531 0.3580  0.117
H 3.4747 -1.2215 1.8618  0.122
H 4.7202 0.9104 1.5364  0.115
H 3.7528 1.2584 0.1076  0.110
H 2.6209 0.8797 2.9137  0.114
H 1.7050 1.3493 1.4779  0.078
H 3.9657 2.9778 2.7262  0.069
H 2.2429 3.3343 2.8559  0.067
H 3.0496 3.4328 1.2894  0.069

=====

In order of decreasing stability: version two, version one.

=====

Version one
Formula: F6Li2N3O12S6
Source: the OMol25 dataset
Level of theory: the ωB97M-V functional and the def2-TZVPD basis

Its multiplicity is 2. The charge is 0. Its highest occupied orbital energy (alpha / beta) is -10.38 / -10.37 eV. As for the LUMO energy (alpha / beta): -2.5 / -6.6 eV. As for the expectation value of S²: 0.763.

Last column: Löwdin charge in e.
Cartesian coordinates (Å):
Li -7.0347 -7.0649 16.8596  0.627
Li -8.7416 -5.7740 18.6563  0.837
N -7.3344 -9.3958 13.9172  -0.039
S -8.4134 -8.0603 14.0061  0.648
O -8.6363 -7.7453 15.4086  -0.315
O -9.5270 -7.9569 13.0553  -0.198
F -7.4026 -6.8627 13.5753  -0.148
S -8.4933 -10.3364 13.9235  0.473
O -9.0719 -10.6864 12.6260  -0.096
O -9.3643 -10.3388 15.0980  -0.136
F -7.5469 -11.6027 14.1962  -0.146
N -7.3032 -5.2529 17.5379  -0.476
S -7.5603 -4.1215 16.2881  0.641
O -6.9184 -4.3926 14.9936  -0.237
O -7.9759 -2.7302 16.6064  -0.219
F -8.9236 -4.9043 15.9565  -0.226
S -6.1837 -4.4212 18.1103  0.424
O -6.5500 -3.3570 18.9780  -0.220
O -5.0284 -4.2507 17.2143  -0.221
F -5.6544 -5.6195 19.0904  -0.195
N -5.6133 -8.3442 16.6971  -0.355
S -5.8567 -9.8563 17.5537  0.622
O -5.3340 -10.0178 18.9031  -0.241
O -6.0137 -11.0063 16.6844  -0.258
F -7.4055 -9.5541 17.8954  -0.232
S -4.2103 -8.1854 17.2608  0.413
O -3.2054 -9.0916 16.7022  -0.260
O -4.0480 -7.7306 18.6519  -0.297
F -3.8572 -6.8137 16.5867  -0.172

=====

Version two
Formula: F6Li2N3O12S6
Source: the OMol25 dataset
Level of theory: the ωB97M-V functional and the def2-TZVPD basis

Its multiplicity is 2. The charge is 0. Its highest occupied orbital energy (alpha / beta) is -12.21 / -12.18 eV. As for the LUMO energy (alpha / beta): -2.6 / -7.2 eV. As for the expectation value of S²: 0.762.

Last column: Löwdin charge in e.
Cartesian coordinates (Å):
Li -0.0244 0.6597 0.4179  0.646
Li -2.1037 0.3674 1.5749  0.747
N -1.4712 1.8467 0.2567  -0.428
S -1.3108 3.5073 0.5190  0.518
O -2.2329 4.1051 1.4109  -0.202
O -0.6783 4.3993 -0.4248  -0.200
F -0.0384 3.2975 1.4742  -0.202
S -2.4464 2.2559 -0.8511  0.432
O -1.9989 2.7761 -2.1268  -0.206
O -3.8340 2.4531 -0.4313  -0.225
F -2.4504 0.6909 -1.1585  -0.230
N 1.2416 -1.5406 -3.1089  -0.058
S 2.8892 -1.3303 -3.2485  0.621
O 3.8189 -2.4760 -3.1474  -0.186
O 3.4234 -0.0053 -2.9649  -0.183
F 2.7568 -1.1566 -4.8284  -0.165
S 1.2177 -1.6056 -1.5828  0.552
O 1.2945 -0.3412 -0.7796  -0.280
O 1.8147 -2.8055 -0.9969  -0.103
F -0.3291 -1.9520 -1.3723  -0.147
N -0.5367 -0.7254 1.7910  -0.446
S 0.9135 -0.8195 2.7763  0.668
O 2.1487 -1.1763 2.0843  -0.229
O 0.8156 -1.0773 4.2538  -0.224
F 1.0814 0.7878 2.7553  -0.206
S -0.7554 -2.1768 2.0438  0.454
O -1.2119 -2.6803 3.3396  -0.226
O 0.1410 -3.0303 1.2698  -0.252
F -2.1345 -2.2476 1.0547  -0.241

=====

In order of decreasing stability: version one, version two.

=====

Version one
Formula: C3H6Br2O
Source: the OMol25 dataset
Level of theory: the ωB97M-V functional and the def2-TZVPD basis

The charge is 0. Its highest occupied orbital energy (alpha / beta) is -6.99 / -7.84 eV. As for the LUMO energy (alpha / beta): -0.8 / 0.3 eV.

Last column: Löwdin charge in e.
Cartesian coordinates (Å):
C -0.3521 0.7946 1.2025  -0.092
C 0.8506 0.0461 0.8560  -0.198
C -0.3476 -1.2418 -1.4401  -1.067
O 1.7578 0.4697 0.0083  -0.006
Br -0.1568 0.3544 -2.4953  0.559
Br -2.1336 -1.4521 -0.7299  0.504
H -0.4535 1.6901 0.5920  0.088
H -0.3289 1.0671 2.2588  0.094
H -1.2415 0.1655 1.0699  0.010
H 1.1373 -0.8419 1.4023  0.128
H -0.1127 -2.1135 -2.0452  -0.060
H 1.3811 1.0619 -0.6795  0.040

=====

Version two
Formula: C3H6Br2O
Source: the OMol25 dataset
Level of theory: the ωB97M-V functional and the def2-TZVPD basis

The charge is 0. Its highest occupied orbital energy is -9.44 eV. As for the LUMO energy: 0.4 eV.

Last column: Löwdin charge in e.
Cartesian coordinates (Å):
C -0.1961 0.0432 -1.5109  -0.055
C 1.1008 0.5978 0.6485  -0.634
C 0.5313 -0.2904 -0.4469  -0.934
O -1.8706 -0.1297 0.9011  -0.151
Br 2.8973 1.1634 0.0425  0.588
Br 0.8143 -2.0552 0.0557  0.779
H -0.4281 1.1236 -1.7639  0.112
H -2.1509 -0.7172 0.1076  0.078
H -0.4055 -0.8156 -2.0781  0.035
H 0.4533 1.5617 0.7641  0.109
H 1.3884 0.1505 1.5214  -0.022
H -2.1342 -0.6321 1.7589  0.094

=====

In order of decreasing stability: version two, version one.